C25H28Cl2N | ωB97M-V/def2-TZVPD

```
! RIJCOSX wB97M-V def2-TZVPD def2/J DEFGRID3
* xyz 1 1
H -1.35 4.21 -0.40
C -1.51 4.29 0.67
H 3.76 -1.99 -0.31
C -2.50 -1.03 0.58
Cl -2.04 7.23 3.31
C 3.04 0.45 -3.58
H 1.50 1.05 0.19
H -2.81 -0.60 -0.39
H -4.37 -2.13 0.57
C -1.72 5.55 1.23
H -3.32 -2.46 1.95
C -1.68 3.27 2.88
C 0.95 2.22 -2.98
C -1.88 5.68 2.62
H -0.37 -0.40 0.50
C 1.47 1.40 -1.96
C -1.87 4.53 3.44
C -0.49 -2.53 0.48
C 1.79 -1.65 0.53
H -1.66 2.39 3.51
Cl 3.05 1.13 -6.19
C 0.88 1.39 -0.65
H -2.00 4.65 4.51
H -0.86 1.05 1.66
H 3.82 -0.26 -3.84
H -1.71 6.44 0.61
H 3.34 -4.30 1.47
C 2.59 0.58 -2.27
H -3.03 -3.54 -0.88
H -1.04 2.20 -1.17
H 1.11 -4.66 1.33
C 2.97 -3.82 0.56
H 1.05 2.80 -5.07
C -0.95 1.87 0.95
C -1.43 3.12 1.49
C 1.45 -4.05 0.48
H -2.74 -0.26 1.32
H 0.15 2.93 -2.74
H -3.34 -4.43 0.61
H -0.96 -4.41 -0.48
H 3.09 0.03 -1.47
H 1.64 -0.99 1.41
H -1.16 -4.39 1.28
H 1.19 -4.61 -0.43
H 1.68 -1.01 -0.36
C -1.04 -1.26 0.56
N 0.85 -2.74 0.51
C 2.47 1.25 -4.59
H 3.72 -1.96 1.47
C -2.81 -3.56 0.19
C -0.40 1.83 -0.36
H 3.47 -4.27 -0.30
C -1.31 -3.79 0.37
C 3.19 -2.30 0.57
C 1.45 2.16 -4.28
C -3.33 -2.30 0.87
*
```

Atomic partial charges in e from the natural (NBO) method, atoms 1 to 6: H 0.219; C -0.040; H 0.204; C -0.421; Cl 0.112; C -0.233

C25H28ClF4N3OY | ωB97M-V/def2-TZVPD

```
! RIJCOSX wB97M-V def2-TZVPD def2/J DEFGRID3
* xyz 1 1
H -2.57 3.89 -2.18
H 0.24 -0.93 2.57
H -0.90 3.96 -1.61
C 2.28 -0.56 2.01
H -2.14 0.89 -3.69
C 1.53 4.77 -1.80
C 1.19 3.97 0.41
C 1.15 6.04 -1.41
C -1.05 -4.55 -0.22
H 1.14 6.86 -2.11
H 1.27 3.19 1.17
Cl 0.27 7.85 0.41
C 0.80 5.24 0.84
C -0.86 -2.14 -0.18
C -1.46 -3.32 0.26
O 0.46 1.03 2.10
H 0.54 5.43 1.87
H -2.04 1.42 1.70
C 1.55 3.69 -0.91
C -2.31 3.16 -0.15
C 0.58 -3.53 -1.59
C 0.77 6.26 -0.09
C 4.49 -1.44 1.91
C -1.94 4.06 -1.31
H -2.49 -0.86 1.83
H -1.11 2.08 -2.92
H 5.37 -1.83 2.39
C 0.16 -2.32 -1.12
F 1.58 -3.58 -2.49
F 0.75 -1.15 -1.59
C 3.30 -0.76 -0.04
H -3.62 1.26 0.97
C 1.01 -0.17 2.71
H 0.28 -5.66 -1.50
F -2.43 -3.28 1.19
H -3.38 3.26 0.05
H -0.92 0.33 -2.61
C -1.64 1.14 -2.76
H -3.22 -0.98 0.26
H -2.08 5.10 -1.01
H 3.38 -1.16 3.74
C 3.38 -1.06 2.66
H -1.78 3.47 0.75
H 1.82 4.60 -2.83
H -3.46 1.89 -1.88
N 2.23 -0.41 0.68
C 1.90 2.31 -1.35
H 2.88 2.03 -0.94
C -0.03 -4.69 -1.14
C -2.64 1.23 -1.61
H 0.79 1.81 2.55
N -2.01 1.71 -0.35
F -1.66 -5.64 0.25
C -2.40 -0.51 0.80
H -3.07 0.25 -1.43
H 1.15 -0.01 3.78
Y 0.31 0.84 -0.28
C -2.56 1.01 0.84
C 4.45 -1.29 0.53
N -1.12 -0.84 0.18
H 5.28 -1.56 -0.09
H 2.03 2.29 -2.43
H 3.23 -0.62 -1.12
*
```

Output
Energy above the lowest of the compared OMol25 structures with the same formula, charge and spin, kJ/mol: 6.57

Atomic partial charges in e from the natural (NBO) method, atoms 1 to 6: H 0.213; H 0.238; H 0.226; C 0.191; H 0.256; C -0.211

C25H28ClN5OS | ωB97M-V/def2-TZVPD

```
! RIJCOSX wB97M-V def2-TZVPD def2/J DEFGRID3
* xyz 0 1
H 5.25 0.19 -1.84
H 2.96 0.06 -2.92
C -3.34 -1.81 -0.50
H -4.36 -1.87 -0.88
C 4.66 3.93 1.12
C 2.54 0.12 -1.92
C -4.75 2.51 0.75
H 4.17 -2.60 -0.54
H 1.56 -0.35 -1.93
H -2.68 -2.40 -1.14
C 1.92 -1.26 1.05
C 3.83 2.90 1.52
H -3.58 -3.46 0.90
H 4.31 -2.08 -2.22
N 1.58 -0.69 2.18
H 4.63 4.88 1.63
C -5.76 2.64 -0.19
H -3.05 1.45 1.42
H -5.54 -0.95 -2.52
C -1.54 -0.91 1.53
N -1.96 -2.29 1.45
H -2.23 -0.39 2.20
O -1.68 -4.52 1.42
C 4.83 0.12 -0.84
H -0.53 -0.81 1.93
C -3.81 1.51 0.66
C 5.58 2.52 -0.60
C 5.53 3.74 0.06
H -6.53 1.85 -2.01
Cl -4.67 3.63 2.07
H -5.18 0.49 -3.47
C 3.46 -0.59 -0.92
H 6.27 2.37 -1.42
H -0.88 -0.82 -0.52
N 2.26 0.46 2.28
C -4.83 0.74 -1.38
H 6.18 4.54 -0.26
C 3.88 1.68 0.86
H 2.43 1.17 -1.65
N 2.85 -0.50 0.39
H -6.50 3.41 -0.11
C 4.76 1.48 -0.20
C 0.25 -3.24 1.95
H -3.99 -1.85 1.57
C -3.85 0.59 -0.39
H 0.63 -4.21 2.25
H 3.14 3.02 2.35
N -2.89 -0.43 -0.51
H 5.50 -0.51 -0.24
H -3.86 -0.50 -2.83
C -3.31 -2.40 0.92
C -1.22 -3.41 1.58
C 3.68 -2.04 -1.34
C -1.60 -0.29 0.12
H -1.32 0.76 0.15
C 3.01 0.59 1.22
C -4.85 -0.11 -2.62
H 2.74 -2.53 -1.57
C -5.77 1.75 -1.25
S 1.22 -2.75 0.48
H 0.44 -2.49 2.72
*
```

Output
Energy above the lowest of the compared OMol25 structures with the same formula, charge and spin, kJ/mol: 3.53
Structure (SMILES): Cc1ccc(Cl)cc1N1CCN(C(=O)CSc2nnc3n2C(C)(C)Cc2ccccc2-3)CC1

Atomic partial charges in e from the natural (NBO) method, atoms 1 to 6: H 0.226; H 0.217; C -0.215; H 0.215; C -0.214; C -0.620

no.,LUMO (eV),DFT total energy (a.u.)
1,-5.74,-1944.25598
2,-3.05,-2106.78419
3,0.47,-2176.89922